DFT (ωB97M-V/def2-TZVPD) results for a cluster of 14 separate species, C34H70Cl26O4S in total at a distorted geometry.

```
135
C34H70Cl26O4S (ωB97M-V/def2-TZVPD)
C -1.14213 0.60894 2.06334
C -0.70116 0.16161 0.69997
C -1.76801 -0.64421 0.00187
C -1.71960 -2.07795 0.49366
C -3.06996 -2.72428 0.55379
C -3.94343 -2.01887 1.56518
O -5.15903 -1.47902 1.01570
S -6.32692 -2.56158 0.77000
O -6.07272 -3.62258 1.67173
O -7.46199 -1.66892 1.57904
O -8.45604 -1.36177 0.59548
C -9.45176 -0.66620 1.32263
C -10.18674 0.20189 0.37009
H -2.14346 0.99905 2.04504
H -1.07420 -0.21971 2.74528
H -0.48946 1.37470 2.44061
H -0.37187 0.99765 0.11459
H 0.16072 -0.45608 0.85908
H -1.56368 -0.61553 -1.04944
H -2.73868 -0.22242 0.18306
H -1.21174 -2.15152 1.43929
H -1.13724 -2.62507 -0.22102
H -2.98354 -3.75635 0.83235
H -3.49886 -2.66372 -0.42765
H -3.40259 -1.16850 1.91514
H -4.12463 -2.61578 2.43075
H -10.11109 -1.37410 1.80262
H -8.94916 -0.10493 2.08247
H -10.75400 -0.41961 -0.29384
H -9.50496 0.82044 -0.16688
H -10.89140 0.77052 0.93829
Cl 2.19155 -0.55759 2.03543
C 3.47717 0.66274 2.25590
C 3.00748 2.04250 1.88776
Cl 2.72730 2.18085 0.13761
H 4.32461 0.35714 1.65443
H 3.76526 0.63702 3.30126
H 3.77071 2.77575 2.14883
H 2.08591 2.30697 2.40109
Cl 8.05830 4.74415 -2.48943
C 6.41437 4.13757 -2.82411
C 5.43458 4.52226 -1.74876
Cl 5.76303 3.66842 -0.22364
H 6.47617 3.05529 -2.93653
H 6.10570 4.56604 -3.77550
H 4.42802 4.24128 -2.05691
H 5.44998 5.59003 -1.54881
Cl 5.65483 -2.11623 1.35554
C 5.38379 -2.81401 -0.26440
C 5.38882 -1.77398 -1.34851
Cl 3.97095 -0.69311 -1.26276
H 4.44096 -3.35426 -0.24126
H 6.18978 -3.52604 -0.43818
H 5.35536 -2.27461 -2.31716
H 6.28232 -1.15547 -1.30240
Cl -11.88505 2.03462 3.22638
C -10.51024 2.95234 3.89273
C -9.88080 3.86942 2.88105
Cl -9.03317 2.95276 1.60253
H -9.79013 2.22487 4.27365
H -10.89763 3.53427 4.72713
H -9.13483 4.49362 3.36901
H -10.61172 4.51602 2.40383
Cl -6.48387 6.43723 0.27206
C -7.31462 5.25302 -0.76991
C -6.52085 4.93987 -2.00936
Cl -6.43903 6.32941 -3.12684
H -8.29491 5.65314 -1.01326
H -7.44950 4.34804 -0.17925
H -6.99756 4.12435 -2.54985
H -5.50429 4.64686 -1.76449
Cl 6.06689 -3.37385 -4.25326
C 5.86225 -5.14632 -4.27131
C 4.41250 -5.53946 -4.34680
Cl 3.54023 -5.12886 -2.84549
H 6.33230 -5.54589 -3.37708
H 6.39748 -5.52180 -5.14104
H 4.33173 -6.61621 -4.48138
H 3.90832 -5.04661 -5.17286
Cl -0.22122 -4.93446 1.75413
C 0.48861 -5.37391 3.33301
C 0.22018 -4.32956 4.38216
Cl 1.11504 -2.82794 4.03367
H 1.55204 -5.52708 3.18845
H 0.04190 -6.32176 3.62795
H 0.55557 -4.69056 5.35276
H -0.83755 -4.08929 4.44980
Cl 9.50103 -0.90206 3.16942
C 8.68006 -0.24596 4.60808
C 7.18237 -0.34591 4.50036
Cl 6.52302 0.74183 3.25094
H 8.99969 0.78436 4.73484
H 9.02302 -0.82538 5.46314
H 6.72648 -0.05750 5.44572
H 6.86750 -1.35794 4.25908
Cl 1.55137 -9.19696 0.41572
C 2.22270 -7.54927 0.29808
C 3.48448 -7.39501 1.10381
Cl 3.18519 -7.47282 2.86350
H 1.45516 -6.85137 0.62019
H 2.43912 -7.36568 -0.75293
H 3.92958 -6.42191 0.90253
H 4.21047 -8.16504 0.85950
Cl -9.37195 0.57484 5.75211
C -9.64697 -1.18471 5.88330
C -11.06284 -1.49995 6.28104
Cl -11.41499 -1.00808 7.95754
H -8.93127 -1.58312 6.59621
H -9.43551 -1.61163 4.90467
H -11.22559 -2.57420 6.22201
H -11.77625 -1.00257 5.62941
Cl -4.03140 3.63167 0.45411
C -2.66334 4.60056 1.05448
C -2.13115 5.53715 0.00064
Cl -1.32590 4.67399 -1.33508
H -1.89891 3.91521 1.40777
H -3.03055 5.17895 1.90044
H -1.39030 6.20010 0.44369
H -2.92735 6.14136 -0.42604
Cl 9.08208 3.19324 -6.11392
C 8.88546 1.42479 -6.02314
C 7.44590 1.01600 -6.16796
Cl 6.46869 1.51441 -4.75990
H 9.30482 1.09039 -5.07832
H 9.46928 0.99524 -6.83496
H 7.37573 -0.06797 -6.23848
H 6.99903 1.45173 -7.05682
Cl 7.64628 2.86066 -9.66513
C 8.88161 4.14603 -9.68954
C 8.34934 5.43236 -10.25954
Cl 8.00938 5.30874 -12.00563
H 9.73126 3.78044 -10.25907
H 9.19453 4.30112 -8.65940
H 9.09086 6.21881 -10.13455
H 7.43298 5.73608 -9.76183
```

Summary:
E_LUMO = 0.0077 Eh
Total energy = -14001.5293 a.u.
Kohn-Sham gap = 9.888 eV
Strongest force on any atom = 0.0451 Eh/bohr